{
  "formula": "C28H77ClF3NO18SSi",
  "method": "ωB97M-V with the def2-TZVPD basis set",
  "symbols": ["H", "H", "C", "H", "H", "C", "H", "H", "H", "H", "C", "C", "H", "C", "H", "C", "Cl", "H", "H", "H", "H", "H", "H", "H", "F", "H", "O", "H", "O", "H", "H", "H", "F", "C", "Si", "C", "O", "O", "H", "C", "H", "H", "C", "H", "C", "O", "S", "C", "H", "C", "H", "H", "H", "H", "H", "H", "C", "H", "H", "H", "C", "H", "H", "H", "H", "H", "H", "C", "H", "O", "C", "H", "H", "H", "O", "H", "H", "C", "H", "C", "O", "O", "H", "H", "H", "O", "H", "H", "O", "O", "H", "O", "H", "H", "H", "F", "H", "H", "H", "H", "H", "H", "O", "O", "C", "C", "H", "C", "O", "H", "O", "H", "H", "H", "H", "C", "H", "O", "H", "H", "H", "C", "C", "H", "C", "C", "H", "N", "C", "H"],
  "positions_angstrom": [[-5.91371, -7.15619, 2.62416], [-7.08926, 3.21335, -4.32912], [1.31424, -2.55904, -0.20459], [1.90840, 1.94394, 2.90297], [-1.99190, -1.61150, 3.36853], [-6.81563, 2.50536, -3.54292], [3.03204, 7.70402, -3.27407], [-5.72161, -0.09296, -6.02005], [6.17343, 3.21278, -2.06703], [5.82159, 4.37300, -3.38533], [-0.40793, -0.48849, 0.58773], [-1.76481, -5.78396, 1.92715], [-6.09512, 2.96283, -2.86054], [-6.43458, -1.75362, -6.72210], [7.34479, 4.49615, -2.46665], [2.88219, -5.75754, 3.34167], [0.53429, 5.46993, -1.61035], [-6.64384, -2.17112, -5.73419], [-4.99148, -5.07803, 2.33830], [3.68611, -0.70574, 6.88318], [4.47669, 6.96710, -2.51396], [5.43776, -2.59377, 2.90027], [-1.95419, -6.54998, 2.68272], [-0.40276, -4.45947, 1.54046], [-1.23680, 2.33896, -0.79955], [-2.82283, -1.19773, 5.46360], [2.68305, -5.25100, 2.03477], [0.07247, 3.05868, -4.54259], [-6.53594, 0.07164, 3.11310], [-2.53984, 0.94850, -3.75023], [3.99234, -0.20940, 1.93377], [3.60029, 1.01549, 6.42619], [-3.41077, 3.10786, -1.40599], [-5.70444, -6.73868, 1.63625], [-3.37090, -0.55011, -0.20589], [-3.66113, 0.74367, 1.23109], [2.34406, 3.78437, -2.80513], [-0.54395, -5.13309, 2.22734], [-7.71073, 2.21920, -2.98572], [-2.37429, -0.41576, 4.84602], [-3.97839, -0.63080, -2.67262], [-7.45877, 0.37361, 3.06115], [0.12445, -3.42176, -0.94157], [-7.33392, -1.28500, -7.12932], [-2.39549, 1.01195, -2.59152], [4.03395, -0.28308, 4.89996], [-2.45944, 4.09990, -4.18525], [-4.78184, -1.89330, 0.04085], [-1.32267, -0.28440, 5.11263], [4.13465, 0.07623, 6.26560], [-5.45472, 1.63265, -4.61310], [4.76459, 1.92689, 2.23519], [-4.67589, 0.93630, -1.89179], [-1.40430, 0.39053, -2.35345], [8.61287, 3.76556, 0.77349], [-0.29205, 2.24889, 3.46510], [-1.61364, -1.34864, -0.18151], [6.87878, -2.83195, 1.13457], [-4.10752, 0.25822, 2.20036], [2.40454, -2.99876, -0.23807], [3.95783, 7.15329, -3.45756], [6.82920, -1.05880, 0.95355], [-1.69555, -6.25480, 0.94340], [-5.32586, -2.08501, -0.98604], [5.18627, 0.20759, 6.53222], [-4.36399, -2.92406, 0.40524], [-5.37799, -7.53817, 0.96707], [9.29523, 4.60082, 0.59750], [2.70122, -4.96523, 4.07213], [5.47595, -1.85002, 2.27507], [-2.15018, 2.51533, -1.99102], [1.76022, -4.94903, 1.98282], [-0.71304, 0.53005, 1.08552], [0.28671, -4.44219, -1.50780], [3.50681, 0.49163, 1.46653], [-5.30571, -0.78396, 4.51247], [-7.01916, -1.27016, 4.59599], [-6.33680, -0.43489, 4.42000], [1.60071, 1.75046, 4.65674], [4.41115, 1.56252, 1.26753], [-2.47499, -0.77506, 3.48037], [-3.64939, 4.97978, -3.72380], [-2.90864, 0.52350, 5.00661], [3.91328, -6.10660, 3.43414], [-4.48448, 1.48763, 0.81210], [-5.40331, -0.78914, -6.61965], [8.17326, 5.40933, -0.76135], [-6.60378, -6.27006, 1.22903], [-6.24641, 1.34757, -4.12579], [3.65850, 5.91976, -4.08448], [2.88971, -2.29429, -4.23807], [0.01416, 1.32724, 3.41713], [7.52626, -1.77701, 2.42906], [-6.51776, 0.35742, 5.15046], [3.08505, 5.42214, -3.47700], [-3.07409, 2.92994, -5.27629], [9.11427, 5.39313, 1.32796], [4.60317, 7.73919, -4.11620], [10.32632, 4.25176, 0.68997], [-6.10813, -2.55310, -7.39128], [-2.71750, 1.39310, 1.47119], [2.19983, -6.59280, 3.51766], [-4.67318, -5.77421, 1.73870], [9.09610, 5.10736, -0.70940], [-0.10048, 3.00102, -3.38405], [-3.71965, 0.26090, -1.92286], [4.72111, 4.86980, -1.43775], [1.01986, 4.01531, -2.66754], [2.16200, -3.76882, -3.00151], [1.78571, 0.31445, 3.61610], [-1.54042, 5.05098, -5.04773], [3.25604, -2.10800, -2.50303], [3.89544, 2.37022, 0.74292], [0.20010, 1.92290, -3.04352], [-5.60019, -1.53026, 0.81214], [6.28304, 4.24685, -2.40279], [2.10516, -4.39054, -3.74698], [5.66143, 5.11484, -1.47303], [4.12054, -3.33811, -3.46132], [-2.57938, -5.05566, 1.93775], [-2.32296, -3.29365, -1.45108], [6.75283, -1.88465, 1.66467], [1.11182, -1.12526, 0.57968], [4.51704, -1.11951, 4.78811], [1.40832, 1.33862, 3.66295], [-1.38928, -2.79061, -0.93536], [1.97795, -0.51353, 1.09653], [-1.44972, 3.48210, -2.91001], [3.16617, -2.82414, -3.32315], [5.25577, 1.22016, 0.66449]],
  "multiplicity": 1,
  "e_above_lowest_ev": 14.244,
  "lumo_energy_ev": -1.60,
  "total_energy_ha": -3968.84868
}

---

{
  "formula": "C28H77Cu2N7O11S",
  "method": "ωB97M-V with the def2-TZVPD basis set",
  "symbols": ["H", "H", "H", "H", "O", "H", "H", "H", "H", "H", "H", "H", "H", "H", "H", "C", "C", "O", "H", "Cu", "H", "H", "O", "C", "H", "O", "S", "H", "H", "H", "H", "H", "N", "N", "H", "C", "H", "H", "H", "H", "N", "O", "H", "H", "H", "H", "H", "H", "H", "N", "O", "H", "H", "H", "H", "H", "O", "H", "H", "C", "C", "H", "H", "H", "H", "C", "H", "C", "H", "H", "H", "C", "C", "C", "H", "C", "N", "H", "C", "C", "N", "O", "H", "C", "H", "H", "H", "C", "C", "H", "N", "H", "H", "H", "H", "H", "C", "O", "H", "H", "H", "C", "C", "C", "H", "H", "C", "C", "H", "Cu", "C", "H", "H", "H", "H", "C", "O", "C", "H", "C", "C", "H", "O", "H", "H", "H"],
  "positions_angstrom": [[-3.66413, 4.07169, 0.04732], [3.40030, -4.32377, -0.00076], [4.12691, -8.51355, 1.52511], [-1.54551, -2.60372, -6.58472], [-6.14582, 1.61048, -1.40688], [-5.93188, 2.70604, -3.20929], [1.53115, 10.53616, -2.55629], [3.43345, 6.99100, 4.49257], [-6.27639, -0.28533, -2.35312], [5.20841, -6.22333, -0.99229], [-0.21957, 6.24430, -0.95289], [2.52772, 10.41163, -1.06791], [-0.99630, -3.43058, -3.69821], [4.45357, -6.29851, 0.57624], [0.47257, 8.28442, -1.78262], [3.59028, -8.68556, 0.59208], [-4.26490, -4.27051, 3.63901], [-1.46629, -4.45326, -6.42751], [5.56295, 1.41993, 3.16041], [-4.48853, 0.83727, 1.96011], [-3.76808, -2.84157, 0.83504], [0.04272, -3.09004, -5.81586], [0.00299, 1.34581, -0.04185], [-6.84409, 0.60281, -2.07559], [-5.77804, 4.29132, -1.10677], [2.02791, 6.81842, 5.78378], [-0.76038, 0.29446, 0.64415], [-3.00127, -6.40642, 2.00986], [3.73799, 8.14034, 5.82891], [-3.34188, 4.00325, -2.93886], [7.14144, 0.58252, 3.11698], [0.30269, -5.66892, -6.26023], [-1.24045, -1.48407, -4.18276], [-0.74092, 4.93990, 4.13222], [-5.18025, -4.86223, 3.64862], [-0.38746, -5.21087, -6.96873], [5.97413, -1.87917, 3.77554], [2.55633, 8.43435, 4.59807], [-0.71402, 3.93125, 4.17710], [1.00719, 6.76785, 3.90787], [4.49129, -0.20264, 1.25463], [2.49764, 8.68377, -2.29259], [2.01257, -4.18759, -0.58014], [-3.55346, -4.67639, 4.35819], [4.45637, -0.82594, 3.88573], [-0.23569, 4.96191, 3.25794], [-1.58556, -0.92298, -4.94838], [6.21351, -1.17498, 1.47089], [6.41017, 1.37097, 1.69363], [0.58740, 6.15408, -0.35226], [-1.19108, 0.72351, 1.95923], [-7.45200, 0.21331, -1.25899], [-1.67187, -1.24252, -3.30205], [3.77052, -3.02854, 4.76169], [3.37479, 10.66294, -2.47497], [-3.44088, 2.77752, -0.75854], [0.10075, -0.87533, 0.69863], [1.65147, -6.46406, -2.56075], [-3.88427, 5.54397, -2.16406], [-1.03903, -3.22112, -5.84284], [1.64076, 5.82650, -2.51687], [-3.28174, -2.54781, -3.18764], [-4.63974, 4.74527, -3.50615], [0.11783, -4.62230, -7.73447], [-0.74083, -6.10331, -7.48522], [4.33377, -6.60237, -0.46367], [-4.72444, -3.97881, 0.71039], [0.31793, 4.49581, 6.37199], [0.86778, 5.18743, -0.43636], [1.41148, 8.63176, -0.38257], [-2.62639, -3.92004, 2.20677], [1.60653, 6.69641, -1.25693], [-0.00868, 5.53119, 5.23148], [-4.18434, 4.56309, -2.53275], [-4.55310, -3.26120, 3.93285], [-3.60198, -5.69334, 1.44527], [2.91799, -4.53464, -0.86275], [3.03765, -5.56153, -3.06934], [2.97202, 7.64880, 5.22910], [2.96692, -6.05262, -1.01882], [-4.40180, -3.35182, 1.43350], [-1.89384, -0.08498, -0.15781], [-2.97148, -7.76410, 0.05775], [5.58148, -0.56551, 2.11679], [2.40137, 6.13511, -3.23403], [2.56065, -2.47437, 3.48608], [-4.44722, -7.24558, -0.73633], [-3.64326, -4.31198, 2.22832], [-3.40191, -6.98466, -0.57097], [-7.50295, 0.97232, -2.86138], [-4.19868, 3.33970, -0.39827], [3.85402, 0.49230, 1.61662], [2.16609, -6.57705, -0.49755], [3.94131, -1.03443, 1.41509], [-3.23535, -4.10698, -4.03887], [-2.94008, -6.88875, -1.55364], [6.21181, 0.76568, 2.57815], [4.30789, -8.06254, -0.46419], [-0.48548, 3.76081, 6.32282], [-3.58567, -2.66957, -4.95383], [2.53066, 6.55559, -0.69634], [-4.98513, 3.71866, -1.58786], [2.46537, 10.17145, -2.12928], [-2.99944, -3.04556, -4.11535], [-4.53624, -6.22671, 1.62069], [2.55866, -8.34593, 0.68424], [5.11356, -1.44051, 3.27049], [1.29087, 6.12155, 4.73848], [1.81179, 4.76871, -2.31697], [1.73083, -0.50814, -2.08436], [-1.55269, -2.84431, -4.42952], [0.67020, 6.07183, -2.94807], [3.66728, -9.72837, 0.28430], [-0.63096, 6.27835, 5.72404], [1.27829, 3.98069, 6.39340], [-5.40107, 2.40430, -2.30635], [-3.30224, -5.67808, 0.03887], [3.45529, -3.05202, 3.71853], [-4.50888, 1.86228, -2.61991], [2.72975, -6.38356, -2.42315], [1.47344, 8.16782, -1.36696], [0.28410, 5.04409, 7.31345], [4.39816, -2.57282, 2.76767], [3.30743, -7.29669, -2.56660], [3.31431, -4.09101, 3.42068], [1.83329, 5.27335, 4.32084]],
  "multiplicity": 1,
  "e_above_lowest_ev": 8.647,
  "lumo_energy_ev": -2.20,
  "total_energy_ha": -6002.56978
}